Entry 1:
The following is a quantum chemistry calculation of the molecule C6H9P in a non-equilibrium geometry, from the Open Molecules 2025 dataset.

Geometry as XYZ:
```
16
Properties=species:S:1:pos:R:3:mulliken_charge:R:1
C 0.806 -0.171 1.476 -0.72
C 0.854 0.235 0.178 0.65
C -0.425 0.859 -0.338 -0.23
C -2.283 -1.067 -0.126 -0.87
C -1.724 0.312 0.108 0.17
C 2.133 0.189 -0.690 -1.39
P -3.356 0.471 0.288 -0.19
H 1.807 -0.633 1.856 0.24
H -0.535 2.022 -0.246 0.20
H -0.371 0.446 -1.279 0.28
H -2.161 -1.250 -1.171 0.27
H -2.197 -1.979 0.502 0.27
H -0.003 0.043 2.246 0.26
H 2.950 0.743 -0.257 0.33
H 2.013 0.564 -1.718 0.35
H 2.493 -0.783 -0.826 0.38
```

Its HOMO-LUMO gap (alpha / beta) is 0.2596 / 0.2739 Eh. As for the expectation value of S²: 2.006. The LUMO energy (alpha / beta) comes out at 0.97 / -1.92 eV. As for the spin multiplicity: 3. For the HOMO energy (alpha / beta), the calculation gives -6.100 / -9.373 eV.


Entry 2:
The following is a quantum chemistry calculation of a structure of composition C70H50AsN2OP2S4Ti in a non-equilibrium geometry, from the Open Molecules 2025 dataset.

Geometry as XYZ:
```
131
Properties=species:S:1:pos:R:3:mulliken_charge:R:1
Ti -0.121 -0.515 0.013 0.56
O -1.733 0.362 3.021 -0.80
S -1.367 1.114 1.795 2.07
C -0.323 2.478 2.380 -0.65
C -0.160 2.534 3.732 0.05
C 0.263 3.716 4.395 -1.11
C 0.422 4.850 3.655 0.24
C 0.723 6.286 4.045 -0.87
C 0.794 7.059 2.691 -0.82
C 0.541 6.004 1.631 0.24
C 0.498 6.062 0.272 -1.17
C 0.390 4.845 -0.457 -0.30
C 0.242 3.610 0.133 -0.16
P 0.646 2.035 -0.758 2.36
C 2.406 1.831 -0.181 -0.25
C 3.139 0.833 -0.828 -0.62
C 4.422 0.514 -0.421 -0.56
C 5.007 1.196 0.643 -0.84
C 4.300 2.204 1.275 -0.64
C 3.003 2.520 0.868 0.07
C 1.083 2.693 -2.442 0.28
C 0.267 2.420 -3.535 -0.45
C 0.581 2.896 -4.806 -0.41
C 1.722 3.659 -4.999 -0.71
C 2.544 3.949 -3.915 -0.84
C 2.228 3.469 -2.650 -0.08
C 0.055 3.573 1.552 -1.63
C 0.319 4.763 2.252 1.27
C -2.862 2.160 1.575 -0.83
C -3.139 2.983 2.638 0.13
C -4.261 3.835 2.701 -1.37
C -5.121 3.839 1.652 0.43
C -6.396 4.620 1.419 -0.70
C -6.942 4.083 0.067 -0.80
C -5.953 3.013 -0.340 0.35
C -5.974 2.126 -1.362 -1.46
C -4.919 1.187 -1.456 0.38
C -3.839 1.130 -0.609 -0.22
P -2.646 -0.269 -0.850 2.58
C -3.617 -1.641 -0.067 0.94
C -3.098 -2.938 -0.113 -0.60
C -3.763 -3.996 0.488 -0.64
C -4.947 -3.772 1.176 -0.88
C -5.458 -2.486 1.260 -0.80
C -4.799 -1.428 0.640 -0.96
C -2.945 -0.574 -2.656 0.23
C -2.870 0.526 -3.512 -0.27
C -2.943 0.379 -4.887 -0.99
C -3.092 -0.887 -5.440 -0.78
C -3.197 -1.985 -4.599 -0.77
C -3.132 -1.829 -3.217 -0.53
C -3.795 2.056 0.492 -1.72
C -4.895 2.951 0.584 0.78
H -0.430 1.646 4.298 0.64
H 0.389 3.712 5.472 0.42
H 1.658 6.359 4.601 0.30
H -0.062 6.684 4.689 0.28
H 1.766 7.533 2.551 0.27
H 0.046 7.853 2.643 0.29
H 0.625 6.998 -0.262 0.43
H 0.494 4.893 -1.531 0.73
H 2.699 0.307 -1.662 0.82
H 4.957 -0.282 -0.925 0.46
H 6.003 0.932 0.982 0.34
H 4.743 2.741 2.108 0.41
H 2.468 3.299 1.394 0.10
H -0.597 1.796 -3.403 -0.19
H -0.061 2.650 -5.647 0.43
H 1.978 4.019 -5.989 0.37
H 3.441 4.545 -4.055 0.41
H 2.880 3.700 -1.817 0.52
H -2.461 2.977 3.478 0.64
H -4.417 4.459 3.575 0.48
H -6.197 5.690 1.378 0.28
H -7.105 4.461 2.231 0.26
H -6.995 4.871 -0.685 0.29
H -7.947 3.672 0.167 0.27
H -6.784 2.101 -2.085 0.43
H -4.987 0.452 -2.243 0.81
H -2.144 -3.119 -0.590 0.49
H -3.329 -4.987 0.445 0.43
H -5.454 -4.593 1.671 0.37
H -6.368 -2.298 1.818 0.42
H -5.215 -0.431 0.726 0.24
H -2.770 1.517 -3.089 0.75
H -2.880 1.251 -5.529 0.43
H -3.131 -1.015 -6.516 0.36
H -3.325 -2.977 -5.016 0.43
H -3.219 -2.704 -2.591 0.35
S 1.312 -0.235 2.035 -0.69
C 0.598 -1.708 2.601 1.65
S -0.717 -2.280 1.666 -0.59
C 1.104 -2.384 3.708 0.89
C 2.229 -1.872 4.440 -0.26
N 3.138 -1.469 5.031 -0.75
C 0.537 -3.629 4.151 -0.26
N 0.092 -4.630 4.517 -0.74
S 0.146 -0.755 -2.541 0.33
C 1.653 -1.466 -3.098 -0.16
C 2.102 -1.243 -4.405 -0.91
C 3.290 -1.812 -4.847 -0.88
C 4.051 -2.606 -3.996 -0.83
C 3.608 -2.833 -2.698 -0.87
C 2.415 -2.276 -2.254 -0.11
As 1.590 -2.472 -0.501 2.68
C 3.060 -3.332 0.463 0.40
C 3.457 -4.635 0.160 -0.76
C 4.521 -5.223 0.830 -0.77
C 5.200 -4.515 1.818 -0.73
C 4.815 -3.218 2.123 -0.98
C 3.753 -2.627 1.443 -0.27
C 0.551 -4.103 -0.917 0.07
C 0.273 -5.027 0.094 -0.09
C -0.532 -6.133 -0.155 -0.98
C -1.082 -6.325 -1.418 -0.62
C -0.818 -5.406 -2.426 -0.56
C -0.005 -4.303 -2.175 -0.70
H 1.510 -0.612 -5.062 0.53
H 3.629 -1.627 -5.863 0.36
H 4.982 -3.045 -4.341 0.36
H 4.202 -3.438 -2.029 0.45
H 2.925 -5.197 -0.595 0.54
H 4.810 -6.241 0.592 0.40
H 6.021 -4.981 2.352 0.37
H 5.318 -2.662 2.907 0.45
H 3.456 -1.620 1.695 0.52
H 0.670 -4.877 1.087 0.40
H -0.739 -6.834 0.647 0.43
H -1.714 -7.185 -1.614 0.34
H -1.245 -5.543 -3.414 0.42
H 0.178 -3.590 -2.966 0.42
```

As for the charge: -1. Its HOMO-LUMO gap (alpha / beta) is 0.1972 / 0.2340 Eh. As for the expectation value of S²: 2.010. The LUMO energy (alpha / beta) comes out at 1.89 / 1.89 eV. As for the spin multiplicity: 3. For the HOMO energy (alpha / beta), the calculation gives -3.478 / -4.477 eV.


Entry 3:
The following is a quantum chemistry calculation of a cluster of 11 separate species, C70H82ClOP in total, from the Open Molecules 2025 dataset.

Geometry as XYZ:
```
155
Properties=species:S:1:pos:R:3:mulliken_charge:R:1
C 6.056 0.869 1.833 -1.16
C 6.186 1.824 0.659 -0.30
O 5.048 2.662 0.541 -0.30
C 4.064 2.185 -0.356 -0.06
C 3.002 3.257 -0.535 -0.50
C 1.608 2.701 -0.845 -0.50
C 0.706 2.486 0.387 -0.73
C -0.076 1.166 0.415 -0.71
P 0.815 -0.259 1.209 0.00
C 0.676 -1.627 -0.028 -0.54
C 0.986 -1.335 -1.501 0.22
C -0.148 -1.628 -2.471 -0.53
Cl -0.887 -3.244 -2.224 -0.29
H 6.981 0.304 1.967 0.37
H 5.853 1.422 2.750 0.35
H 5.245 0.155 1.674 0.23
H 7.056 2.472 0.784 0.34
H 6.329 1.259 -0.271 0.29
H 3.609 1.260 0.028 -0.07
H 4.539 1.939 -1.317 0.31
H 2.970 3.835 0.392 0.00
H 3.317 3.951 -1.317 0.41
H 1.101 3.388 -1.526 0.47
H 1.705 1.761 -1.402 0.03
H -0.019 3.302 0.424 0.39
H 1.299 2.575 1.304 0.44
H -0.973 1.304 1.024 0.42
H -0.429 0.909 -0.588 0.35
H 2.131 0.128 0.862 -0.28
H 1.342 -2.406 0.348 0.48
H -0.329 -2.045 0.079 0.21
H 1.879 -1.879 -1.815 0.35
H 1.212 -0.271 -1.629 -0.45
H 0.202 -1.607 -3.501 0.37
H -0.956 -0.904 -2.367 0.32
C -0.183 -3.503 -7.307 -0.87
C 0.334 -3.095 -6.087 0.05
C 1.703 -2.921 -5.935 0.03
C 2.556 -3.155 -7.005 -0.58
C 2.038 -3.561 -8.228 -0.57
C 0.669 -3.735 -8.379 -0.49
H -1.250 -3.644 -7.425 0.53
H -0.331 -2.919 -5.251 0.28
H 2.109 -2.609 -4.980 0.36
H 3.623 -3.021 -6.887 0.38
H 2.702 -3.745 -9.063 0.41
H 0.265 -4.054 -9.332 0.48
C -5.597 -1.859 1.460 -0.59
C -5.034 -1.469 2.667 0.08
C -3.657 -1.331 2.778 -0.61
C -2.844 -1.584 1.681 -0.12
C -3.407 -1.974 0.473 -0.05
C -4.784 -2.110 0.363 -0.50
H -6.671 -1.966 1.374 0.37
H -5.668 -1.270 3.522 0.19
H -3.215 -1.026 3.718 0.37
H -1.770 -1.479 1.778 0.28
H -2.775 -2.170 -0.385 0.23
H -5.223 -2.414 -0.578 0.39
C -2.747 1.528 -9.442 -0.33
C -3.982 1.239 -8.878 -0.49
C -4.136 0.111 -8.083 -0.50
C -3.052 -0.727 -7.851 -0.28
C -1.818 -0.439 -8.417 -0.06
C -1.666 0.689 -9.212 -0.58
H -2.628 2.405 -10.066 0.37
H -4.827 1.892 -9.059 0.37
H -5.099 -0.116 -7.645 0.37
H -3.172 -1.606 -7.230 0.37
H -0.974 -1.093 -8.240 0.35
H -0.705 0.909 -9.659 0.38
C 10.961 0.571 -2.478 -0.37
C 9.822 0.153 -3.152 -0.38
C 8.747 -0.364 -2.442 -0.39
C 8.813 -0.463 -1.059 -0.27
C 9.952 -0.044 -0.385 -0.39
C 11.026 0.473 -1.095 -0.41
H 11.800 0.974 -3.032 0.36
H 9.772 0.230 -4.231 0.36
H 7.858 -0.690 -2.967 0.37
H 7.974 -0.865 -0.505 0.42
H 10.002 -0.121 0.694 0.36
H 11.915 0.799 -0.571 0.36
C -6.684 1.165 7.707 -0.53
C -5.567 0.617 7.090 -0.48
C -5.681 -0.569 6.378 -0.26
C -6.911 -1.207 6.281 -0.44
C -8.027 -0.658 6.897 -0.41
C -7.913 0.528 7.609 -0.35
H -6.593 2.083 8.272 0.41
H -4.608 1.111 7.170 0.39
H -4.810 -1.000 5.900 0.48
H -6.998 -2.134 5.728 0.43
H -8.985 -1.156 6.823 0.37
H -8.783 0.955 8.091 0.41
C -6.784 0.846 11.716 -0.58
C -6.626 1.435 12.963 -0.34
C -5.356 1.591 13.500 -0.43
C -4.244 1.160 12.790 0.00
C -4.402 0.570 11.543 -0.62
C -5.672 0.413 11.006 -0.22
H -7.774 0.723 11.295 0.37
H -7.493 1.770 13.517 0.37
H -5.233 2.049 14.474 0.36
H -3.253 1.280 13.209 0.19
H -3.535 0.232 10.990 0.37
H -5.798 -0.046 10.033 0.52
C 1.091 -7.974 -5.710 -0.45
C 1.124 -6.648 -5.302 -0.34
C 0.170 -6.172 -4.412 0.09
C -0.819 -7.020 -3.935 -0.41
C -0.853 -8.347 -4.344 -0.41
C 0.103 -8.824 -5.230 -0.40
H 1.834 -8.346 -6.404 0.37
H 1.885 -5.979 -5.685 0.33
H 0.191 -5.138 -4.098 0.14
H -1.564 -6.646 -3.244 0.37
H -1.624 -9.009 -3.972 0.36
H 0.077 -9.858 -5.549 0.36
C -1.288 2.886 15.052 -0.01
C -0.734 3.274 16.264 -0.57
C 0.643 3.399 16.389 -0.30
C 1.465 3.135 15.302 -0.41
C 0.911 2.746 14.090 -0.42
C -0.466 2.621 13.966 -0.34
H -2.362 2.794 14.954 0.28
H -1.375 3.480 17.112 0.35
H 1.076 3.701 17.334 0.36
H 2.539 3.232 15.399 0.35
H 1.552 2.540 13.243 0.35
H -0.898 2.321 13.020 0.37
C -3.755 -1.661 -13.954 -0.39
C -4.014 -1.066 -12.727 -0.52
C -3.231 -1.376 -11.624 -0.03
C -2.189 -2.284 -11.750 -0.38
C -1.929 -2.880 -12.976 -0.41
C -2.713 -2.569 -14.079 -0.40
H -4.366 -1.417 -14.814 0.36
H -4.827 -0.357 -12.629 0.38
H -3.432 -0.914 -10.667 0.24
H -1.577 -2.521 -10.888 0.45
H -1.115 -3.588 -13.074 0.37
H -2.511 -3.033 -15.036 0.36
C 5.432 7.098 -0.736 -0.44
C 4.977 8.370 -1.059 -0.36
C 3.810 8.856 -0.485 -0.41
C 3.099 8.069 0.412 -0.44
C 3.555 6.798 0.732 -0.46
C 4.721 6.310 0.158 -0.14
H 6.343 6.720 -1.184 0.37
H 5.532 8.983 -1.757 0.36
H 3.456 9.847 -0.735 0.36
H 2.191 8.449 0.862 0.36
H 3.000 6.185 1.431 0.37
H 5.071 5.314 0.405 0.43
```

Its HOMO-LUMO gap is 0.3433 Eh. The LUMO energy comes out at 0.35 eV. For the HOMO energy, the calculation gives -8.990 eV.